Entry 1:
Here is a 2-piece molecular cluster, C9H11N4 overall from OMol25. Energies are from ωB97M-V with the def2-TZVPD basis set.

HOMO-LUMO gap: 8.629 eV
Highest occupied orbital energy: -13.04 eV
Relative energy (zero: lowest compared OMol25 entry of this formula, charge and spin): 107.0 kcal/mol
Net charge: +1
LUMO level: -4.41 eV

```
24
Properties=species:S:1:pos:R:3:forces:R:3:mulliken_charge:R:1
C -2.975 1.782 -0.441 2.404 -2.620 -0.416 -0.602
C -2.033 2.259 -1.301 1.380 1.343 -1.007 -0.451
C -2.835 0.566 0.228 0.638 -0.002 0.467 -0.601
C -0.778 1.573 -1.297 -0.592 2.721 -2.030 -0.429
C -1.644 -0.166 0.221 -2.589 1.223 -0.083 -0.199
C 2.917 -0.552 2.361 -0.496 1.256 -1.248 -0.356
C 2.483 0.103 1.204 -0.655 -0.609 -1.914 -0.039
C -0.798 0.449 -0.606 6.730 -3.695 0.498 0.758
C 0.994 -0.633 -0.708 -4.129 1.430 0.232 -0.660
N 2.283 -1.674 2.469 -1.960 -1.935 0.234 -0.610
N 1.386 -1.731 1.492 0.499 -0.883 -1.281 0.138
N 1.550 -0.738 0.609 2.678 1.972 2.471 0.474
N 0.696 -1.928 -1.278 -4.177 1.383 3.804 -0.613
H -3.902 2.121 -0.481 -3.987 2.034 0.096 0.467
H -2.278 3.158 -1.969 0.727 -1.415 1.164 0.311
H -3.681 0.212 0.745 -0.822 -0.441 0.728 0.394
H 0.122 1.915 -1.860 -1.051 -0.315 0.419 0.304
H -1.502 -1.075 0.747 0.119 -0.642 0.282 0.429
H 3.623 -0.243 3.082 0.620 0.228 0.478 0.456
H 2.877 0.986 0.670 -0.568 -0.627 0.547 0.356
H 1.640 0.014 -1.253 0.470 0.319 -0.461 0.560
H -0.292 -1.850 -1.639 1.089 -0.496 0.898 0.317
H 0.990 -2.604 1.082 0.397 0.602 0.799 0.337
H 1.156 -1.944 -2.076 3.275 -0.832 -4.679 0.258
```
Positions in Å, forces in eV/Å.

---

Entry 2:
Here is C44H30N8O2Se2V as an isolated structure from OMol25. Energies are from ωB97M-V with the def2-TZVPD basis set.

Multiplicity: 4
HOMO-LUMO gap (alpha / beta): 6.150 / 6.511 eV
Highest occupied orbital energy (alpha / beta): -6.55 / -7.10 eV
Relative energy (zero: lowest compared OMol25 entry of this formula, charge and spin): 13.1 kcal/mol
LUMO level (alpha / beta): -0.40 / -0.58 eV

```
87
Properties=species:S:1:pos:R:3:forces:R:3:mulliken_charge:R:1
V -0.027 0.573 0.197 -0.017 -1.466 -0.593 1.051
O -5.605 3.653 2.972 0.236 0.017 0.092 -0.731
C -4.445 3.781 3.407 -0.337 0.187 0.318 0.310
O -3.964 4.503 4.301 -0.101 -0.114 -0.189 -0.728
C -3.411 2.882 2.710 0.273 -0.175 -0.369 -1.126
C -2.054 3.030 2.966 -0.155 0.082 0.299 -0.924
C -1.146 2.265 2.267 0.581 0.017 -0.027 0.383
N -1.540 1.389 1.330 0.004 0.284 0.358 1.791
C -2.841 1.231 1.073 0.083 -0.518 -0.612 0.340
C -3.800 1.961 1.744 -0.263 0.118 0.124 -1.024
C -3.141 0.308 -0.083 0.224 0.370 0.324 0.407
C -4.429 -0.113 -0.353 -0.242 -0.100 -0.118 -1.198
C -4.675 -0.827 -1.519 -0.055 0.033 0.076 -0.807
C -3.626 -1.082 -2.382 -0.102 -0.001 0.001 -0.966
C -2.358 -0.671 -2.011 0.266 0.119 -0.156 0.290
N -2.105 -0.015 -0.884 0.119 0.113 0.581 0.917
C 0.346 2.376 2.443 -0.632 0.006 -0.214 0.481
C 0.916 3.166 3.428 -0.016 0.125 0.165 -1.107
C 2.294 3.244 3.514 -0.037 0.109 0.114 -0.623
C 3.065 2.531 2.614 0.119 -0.017 -0.055 -1.160
C 2.430 1.764 1.660 -0.196 -0.103 -0.062 -0.291
N 1.096 1.680 1.568 0.229 0.441 0.585 0.774
H -1.771 3.765 3.709 -0.048 -0.025 -0.045 0.769
H -4.859 1.901 1.523 0.026 -0.008 0.014 0.698
H -5.231 0.120 0.334 0.011 0.016 -0.040 0.491
H -5.679 -1.161 -1.751 0.037 0.014 0.012 0.463
H -3.769 -1.609 -3.316 -0.013 0.005 0.032 0.468
H -1.498 -0.880 -2.636 -0.291 0.070 0.243 -0.142
H 0.283 3.718 4.110 0.059 -0.040 -0.007 0.450
H 2.757 3.862 4.274 -0.021 -0.036 -0.024 0.442
H 4.146 2.563 2.638 -0.027 0.012 0.018 0.490
H 2.985 1.184 0.938 -0.015 -0.029 -0.052 0.310
C 2.447 -3.155 2.699 -0.127 0.155 0.079 -1.281
C 1.724 -1.959 2.493 0.111 -0.135 0.071 -0.144
N 1.717 -1.291 1.372 0.084 -0.004 -0.282 0.243
C 2.497 -1.749 0.342 -0.263 0.239 0.337 -0.892
C 3.263 -2.926 0.454 0.154 -0.189 0.006 1.745
C 3.200 -3.636 1.676 0.138 -0.066 -0.102 -0.989
C 4.067 -3.364 -0.628 -0.094 -0.041 0.099 -0.936
C 4.060 -2.637 -1.782 -0.085 0.231 -0.073 -1.216
C 3.292 -1.458 -1.900 0.251 -0.320 -0.337 -0.188
C 2.522 -0.976 -0.866 -0.539 0.575 0.071 -0.119
N 1.713 0.158 -0.917 0.455 0.198 -0.564 1.104
C 2.061 1.239 -1.704 -0.428 -0.225 0.227 0.666
C 3.298 1.518 -2.263 0.201 0.311 -0.239 -1.074
C 3.502 2.637 -3.104 0.205 -0.353 0.184 -1.024
C 2.506 3.516 -3.397 -0.243 0.137 0.002 -0.942
C 1.251 3.348 -2.760 0.121 0.141 -0.080 1.053
C 0.191 4.270 -2.915 0.162 0.087 -0.171 -0.782
C -0.969 4.100 -2.227 -0.226 -0.038 0.131 -1.280
C -1.080 3.015 -1.343 -0.039 0.092 -0.004 -0.063
N -0.122 2.133 -1.170 0.624 0.338 -0.632 0.682
C 1.042 2.258 -1.899 -0.099 -0.353 0.357 -0.610
H 2.386 -3.663 3.652 0.000 0.014 -0.006 0.446
H 1.134 -1.559 3.310 0.034 -0.060 -0.020 0.611
H 3.763 -4.556 1.779 0.005 0.019 -0.004 0.443
H 4.661 -4.265 -0.524 -0.039 0.058 0.002 0.428
H 4.657 -2.958 -2.629 -0.050 0.007 0.008 0.411
H 3.280 -0.940 -2.849 0.054 -0.012 0.016 0.713
H 4.137 0.874 -2.049 -0.001 -0.038 -0.082 0.733
H 4.487 2.785 -3.533 -0.023 -0.031 0.033 0.398
H 2.664 4.355 -4.064 -0.027 -0.037 0.047 0.402
H 0.325 5.120 -3.577 -0.001 -0.066 0.025 0.428
H -1.796 4.790 -2.323 0.011 0.002 0.007 0.485
H -1.978 2.886 -0.754 -0.010 -0.004 0.025 0.351
Se 0.074 -4.108 -0.157 -0.119 -0.039 -0.105 0.183
Se -2.221 -3.781 -0.081 0.198 0.064 -0.091 -0.004
C -2.290 -2.561 1.416 -0.240 -0.351 -0.211 0.255
C -3.428 -2.664 2.212 -0.152 0.073 0.143 -1.006
C -3.483 -1.924 3.378 -0.067 -0.033 -0.022 -0.523
C -2.393 -1.131 3.715 0.076 0.001 -0.085 -1.390
C -1.333 -1.085 2.829 -0.085 0.060 0.021 -0.163
N -1.279 -1.766 1.675 0.077 0.275 0.414 0.619
C 0.461 -3.575 -1.976 -0.120 0.075 -0.076 -0.060
C 1.198 -4.482 -2.732 0.054 0.034 0.018 -0.944
C 1.510 -4.149 -4.038 0.042 -0.050 -0.005 -0.281
C 1.079 -2.932 -4.540 -0.003 0.075 0.005 -1.039
C 0.354 -2.100 -3.701 0.047 -0.033 0.178 -0.122
N 0.039 -2.406 -2.440 0.329 -0.359 -0.073 0.524
H -4.238 -3.323 1.926 0.045 -0.029 0.038 0.448
H -4.347 -1.986 4.028 0.036 0.022 -0.045 0.428
H -2.367 -0.558 4.633 -0.011 0.008 -0.060 0.493
H -0.479 -0.453 3.040 -0.037 0.052 -0.002 0.612
H 1.510 -5.423 -2.300 -0.046 0.000 -0.020 0.457
H 2.070 -4.838 -4.659 -0.004 0.031 0.030 0.408
H 1.295 -2.632 -5.557 -0.008 0.008 0.048 0.428
H 0.022 -1.126 -4.052 -0.026 -0.024 -0.023 0.378
```
Positions in Å, forces in eV/Å.